Density functional theory data (ωB97M-V/def2-TZVPD) for a molecular structure, C35H29BaBrN5O10P in a non-equilibrium geometry.

Calculated values
E_tot: -144718.6811 eV
Gap between HOMO and LUMO: 5.7546 eV
Highest occupied orbital energy: -6.91 eV
ΔE to the lowest compared entry with this formula, charge and spin: 76.9 kcal per mole

Positions of all 82 atoms, in Å:
Ba: -0.32735 0.35372 -0.32666
O: 1.59075 1.35331 -4.15679
C: 1.41904 1.10734 -2.86247
O: 0.63740 1.72585 -2.18135
C: 2.31550 0.00199 -2.29380
C: 3.30230 -0.61782 -3.02709
C: 4.07970 -1.58274 -2.39393
C: 3.82409 -1.89976 -1.07687
C: 2.79986 -1.23343 -0.41534
N: 2.08416 -0.28907 -1.00912
C: 2.48985 -1.51950 1.06411
O: 2.43271 -2.83097 1.38176
O: 2.38131 -0.66261 1.87933
H: 0.97594 2.06933 -4.41173
H: 3.46591 -0.34276 -4.06015
H: 4.88036 -2.07647 -2.92981
H: 4.42483 -2.63604 -0.55614
H: 2.47414 -3.37200 0.58016
Br: 0.40024 4.17358 -6.44141
C: -1.42290 3.78686 -6.10910
C: -2.13399 3.00874 -6.99922
C: -3.46868 2.71525 -6.72302
C: -4.06452 3.15315 -5.55588
C: -3.34206 3.96860 -4.69225
C: -2.02484 4.29470 -4.96722
N: -5.49086 2.88174 -5.35157
N: -5.89989 2.63555 -4.18921
C: -4.97362 2.19156 -3.17879
C: -5.21287 2.66039 -1.91479
C: -4.29733 2.53142 -0.85840
C: -3.09391 1.86248 -1.03889
O: -2.15849 1.78017 -0.15747
C: -2.92411 1.19000 -2.34230
N: -1.82276 0.39536 -2.47594
C: -1.60377 -0.24768 -3.59780
C: -2.53590 -0.24417 -4.64994
C: -3.66059 0.52230 -4.52023
C: -3.85691 1.33845 -3.37908
H: -1.66162 2.63745 -7.89921
H: -4.05491 2.11824 -7.41343
H: -3.81442 4.35537 -3.79936
H: -1.46878 4.93373 -4.29358
H: -6.12452 3.23498 -1.77795
H: -4.49478 2.96897 0.11113
H: -0.68615 -0.83296 -3.66144
H: -2.37078 -0.84855 -5.53268
H: -4.42658 0.48485 -5.28626
O: -2.24359 -0.04065 3.26588
C: -1.29759 0.08415 2.51242
O: -0.97384 -0.66878 1.50783
C: -0.33576 1.28640 2.73404
C: -0.26621 1.87728 4.01776
C: 0.58377 2.91628 4.20775
C: 1.35967 3.41469 3.12403
C: 2.26610 4.49625 3.26237
C: 2.96032 4.95915 2.18513
C: 2.76910 4.36752 0.91053
C: 1.91023 3.31997 0.75441
C: 1.19578 2.80940 1.86956
N: 0.35925 1.73532 1.70608
H: -0.89593 1.47805 4.80040
H: 0.67451 3.38813 5.18054
H: 2.39621 4.94854 4.23975
H: 3.65193 5.78474 2.29633
H: 3.30948 4.75624 0.05633
H: 1.74890 2.87253 -0.21921
C: 0.36376 -5.11501 0.30075
O: -0.63147 -4.36501 -0.38606
P: -0.40128 -2.78271 -0.66365
O: 0.47657 -2.79697 -2.03336
C: 0.14614 -3.67195 -3.12901
O: -1.85174 -2.51687 -1.32231
C: -3.01018 -2.36166 -0.46233
H: -0.02189 -6.12072 0.43635
H: 0.58099 -4.68617 1.27924
H: 1.28414 -5.18638 -0.29189
H: 1.06187 -4.15553 -3.46057
H: -0.27066 -3.08772 -3.94750
H: -0.57801 -4.42527 -2.82629
H: -3.78332 -1.90542 -1.07197
H: -2.77799 -1.72704 0.39288
H: -3.33635 -3.34107 -0.12013